Computed, not measured: a molecular structure, C24H18Cl2MoN4O5, with ωB97M-V with the def2-TZVPD basis set.

```
54
Properties=species:S:1:pos:R:3:forces:R:3:lowdin_charge:R:1
H -2.085 3.130 -2.377 0.076 0.018 -0.035 0.12
N 0.409 -0.158 1.738 0.250 -0.002 0.601 -0.22
C -0.132 -3.457 -2.438 -0.053 -0.339 -0.067 0.08
C 2.158 5.028 -2.385 -0.064 -0.134 -0.100 0.02
Cl 1.054 -2.770 3.067 -0.044 0.017 -0.050 0.72
H -1.826 5.711 -3.112 -0.003 0.006 -0.010 0.09
H 5.282 0.924 -1.673 -0.039 -0.030 0.028 0.12
H -0.908 1.767 5.651 -0.008 -0.031 -0.012 0.11
C -0.300 0.912 3.794 -0.037 0.055 -0.028 -0.59
N 1.004 4.177 -2.183 0.074 0.023 0.221 -0.06
Mo 0.994 -0.180 0.086 -1.949 0.086 0.384 1.66
H 2.575 4.921 -3.388 -0.009 -0.031 -0.022 0.10
C 3.378 1.910 -1.826 0.072 -0.041 -0.103 0.01
H 2.924 4.779 -1.656 -0.006 -0.001 0.056 0.09
O -0.307 1.069 -1.444 0.192 -0.096 0.423 -0.07
C -1.196 -4.122 -1.817 -0.096 0.080 0.013 -0.06
H 0.337 -2.341 5.749 0.002 0.012 -0.031 0.11
N 1.126 2.855 -1.804 -0.057 -0.114 -0.086 0.06
C -1.915 -5.303 -2.503 -0.108 0.393 -0.731 -0.70
H -0.298 5.938 -3.969 -0.013 -0.010 0.022 0.10
C 0.153 -1.423 5.207 -0.017 -0.029 0.094 -0.10
H -1.349 -2.139 0.925 0.036 -0.004 0.044 0.10
C 2.964 1.064 0.815 0.746 0.935 0.169 -0.17
O -1.156 -6.032 -3.162 -0.215 -0.067 0.314 -0.02
C -0.745 5.718 -2.998 0.024 -0.009 -0.013 0.00
C -1.645 -3.629 -0.595 -0.034 -0.122 -0.031 0.02
C -1.027 -2.548 -0.022 0.199 0.243 0.008 -0.11
C -0.292 4.395 -2.486 -0.003 0.136 -0.033 -0.25
O 1.982 -0.644 -1.528 0.698 -0.616 -1.133 -0.26
H 0.264 -3.802 -3.384 -0.068 -0.052 0.025 0.14
H 1.322 2.476 0.773 -0.379 -0.302 0.014 0.10
H 1.858 6.060 -2.231 -0.033 0.034 0.003 0.09
C -1.022 3.258 -2.258 -0.068 -0.127 0.049 0.08
O -3.155 -5.248 -2.377 0.441 -0.262 0.225 -0.02
C 0.408 -1.373 3.851 0.078 -0.001 -0.156 -0.61
O 2.081 -1.786 -3.460 0.187 -0.058 -0.367 0.13
H -0.535 -0.336 6.918 0.025 0.003 -0.044 0.11
C 2.025 1.898 0.189 0.829 0.760 0.153 -0.17
C -0.547 0.877 5.155 -0.017 0.066 -0.041 -0.11
H 3.493 2.152 -2.875 -0.029 0.003 0.029 0.14
C -0.127 2.258 -1.792 0.129 0.072 -0.213 -0.39
H -2.491 -4.102 -0.115 -0.002 0.023 -0.050 0.13
C 1.589 -1.593 -2.390 -0.261 0.220 0.711 -0.52
C 4.365 1.175 -1.156 0.057 0.010 0.010 -0.04
C 0.430 -2.375 -1.822 0.150 0.270 0.286 -0.17
C -0.329 -0.298 5.856 -0.029 0.038 0.069 -0.07
H 2.949 0.969 1.890 -0.203 -0.316 0.094 0.11
H 4.912 0.167 0.643 0.008 -0.014 -0.015 0.12
N 0.006 -1.919 -0.617 -0.205 -0.276 -0.198 -0.06
C 2.243 2.269 -1.153 -0.287 0.049 -0.106 -0.22
Cl -0.580 2.392 2.927 0.012 -0.077 0.023 0.70
C 4.155 0.749 0.133 0.009 -0.244 -0.069 -0.05
H -0.476 6.522 -2.311 -0.016 -0.016 -0.004 0.09
C 0.173 -0.209 3.100 0.052 -0.133 -0.319 -0.40
```
Positions in Å, forces in eV/Å.

DFT total energy (a.u.): -2509.1679
HOMO level (spin up / spin down) (eV): -7.39 / -7.38
Frontier orbital gap (spin up / spin down) (eV): 6.13 / 5.43
Charge: 0
ΔE to the lowest compared entry with this formula, charge and spin (kcal per mole): 10.5
Spin multiplicity: 3

Computed, not measured: a molecular structure, C24H18ClN2O6Os, with ωB97M-V with the def2-TZVPD basis set.

```
52
Properties=species:S:1:pos:R:3:forces:R:3:lowdin_charge:R:1
C -0.377 3.591 -1.251 0.034 0.023 -0.017 0.02
H -1.498 -5.074 -0.312 0.015 -0.014 -0.008 0.12
C 0.228 3.036 3.416 -0.070 0.045 0.056 -0.07
C 3.442 -1.702 -1.296 0.033 0.007 0.024 0.03
C 1.570 -3.762 -0.977 -0.008 0.014 0.002 -0.13
O -0.363 1.663 1.661 -0.091 -0.305 0.037 -0.20
O 1.013 -0.756 1.740 -0.038 -0.540 -0.009 -0.18
H 0.562 3.081 4.451 -0.019 0.001 0.018 0.13
C -0.953 -3.013 -0.143 0.139 0.011 0.037 -0.04
C 2.177 -1.391 -0.873 -0.101 -0.058 0.042 -0.17
N 1.640 -0.097 -0.647 -0.333 -0.192 0.373 -0.01
C 3.796 -3.042 -1.542 -0.004 -0.013 -0.002 -0.03
H 1.605 1.645 2.368 0.033 0.006 -0.044 0.16
H 3.481 3.354 -1.134 -0.007 -0.021 0.008 0.12
Os -0.252 -0.168 0.395 1.056 0.390 0.680 1.75
H -0.062 5.673 -1.623 0.000 -0.006 -0.002 0.12
C 1.238 -2.429 -0.699 0.004 0.113 -0.004 -0.13
H -1.906 -2.682 0.248 -0.011 0.010 -0.032 0.12
H -1.840 3.039 4.213 0.000 0.033 0.014 0.13
C 0.403 4.715 -1.433 -0.052 -0.007 0.000 -0.06
C 0.153 0.511 3.617 0.048 0.047 -0.180 -0.07
H 0.781 -5.773 -1.041 -0.010 0.000 -0.002 0.13
H 3.319 0.949 -1.201 -0.011 -0.045 -0.036 0.14
C 1.625 2.268 -0.958 -0.183 -0.063 0.070 -0.13
H -1.908 0.644 4.375 -0.051 0.056 -0.023 0.17
C 2.400 3.421 -1.147 -0.007 -0.028 -0.006 -0.04
C -1.407 0.538 3.417 0.056 -0.234 -0.196 -0.08
C -1.905 -0.748 2.761 0.137 0.419 0.126 -0.53
C 0.552 -4.735 -0.834 -0.008 0.026 0.014 0.04
C 2.274 0.983 -0.902 -0.025 0.267 -0.366 -0.02
H -1.657 3.912 2.695 0.025 -0.009 -0.019 0.12
C 0.829 -0.746 3.084 -0.124 0.457 0.179 -0.51
C 1.793 4.633 -1.367 0.039 0.052 -0.006 -0.66
O 1.255 -1.627 3.764 0.030 -0.018 -0.035 0.18
H 4.803 -3.265 -1.864 -0.001 0.002 0.000 0.12
H 0.685 3.863 2.875 -0.002 -0.001 0.005 0.12
N -0.017 -2.085 -0.270 -0.407 0.148 -0.423 -0.05
H -2.449 1.745 1.858 0.009 -0.038 -0.062 0.17
C -1.316 3.047 3.260 0.015 0.041 0.092 -0.07
H 0.395 0.614 4.671 0.136 -0.038 -0.019 0.17
C 0.600 1.716 2.769 -0.212 -0.053 0.045 -0.21
C -0.699 -4.358 -0.436 -0.007 -0.060 0.024 0.00
C 2.886 -4.053 -1.397 0.024 0.000 -0.004 0.00
Cl 2.751 6.056 -1.582 -0.027 -0.029 0.007 0.71
H -1.456 3.651 -1.294 0.002 -0.008 -0.005 0.13
O -0.585 1.301 -0.800 0.145 -0.107 -0.311 -0.21
O -1.824 -0.735 1.420 -0.167 -0.466 -0.285 -0.22
C -1.572 1.756 2.497 0.115 -0.011 0.099 -0.21
C 0.217 2.355 -1.000 0.000 0.083 0.104 -0.30
H 3.159 -5.078 -1.608 -0.001 0.002 0.004 0.13
H 4.190 -0.936 -1.453 -0.010 0.014 0.017 0.12
O -2.310 -1.699 3.362 -0.106 0.095 0.025 0.17
```
Positions in Å, forces in eV/Å.

DFT total energy (a.u.): -2037.0184
HOMO level (spin up / spin down) (eV): -11.28 / -11.17
Frontier orbital gap (spin up / spin down) (eV): 6.46 / 6.47
Charge: +1

Computed, not measured: a molecular structure, C24H18F2N5O2STc, with ωB97M-V with the def2-TZVPD basis set.

```
53
Properties=species:S:1:pos:R:3:forces:R:3:lowdin_charge:R:1
H 3.236 -0.079 1.067 -0.022 0.027 0.001 0.12
C -0.359 -5.178 -1.452 0.120 0.109 0.120 -0.05
H 0.199 -2.443 3.475 0.001 0.003 0.010 0.12
H 0.039 -6.183 -1.412 0.017 0.043 0.028 0.11
C -1.311 3.523 -0.761 0.308 -0.007 0.142 -0.06
H -1.499 -2.662 3.204 -0.014 -0.022 -0.021 0.10
H -1.256 5.600 -1.256 0.022 0.002 0.015 0.12
N -0.691 2.490 -0.180 -0.122 0.135 -0.012 -0.04
H 1.011 5.914 -0.265 -0.012 -0.036 0.009 0.13
H -4.405 -1.698 -3.723 0.022 -0.009 0.017 0.13
C 4.364 0.754 2.689 -0.038 0.037 0.020 -0.06
H -2.264 3.302 -1.221 0.009 0.059 0.010 0.12
C -1.958 -3.581 -2.295 -0.111 -0.211 -0.152 -0.13
C 4.384 1.691 3.716 0.076 -0.061 0.010 -0.06
H 0.245 -2.092 -0.161 0.005 -0.013 0.005 0.07
F 1.225 -0.613 -1.683 0.006 0.029 -0.069 0.01
C -0.729 4.782 -0.786 -0.200 -0.063 -0.087 -0.01
H 5.243 1.749 4.374 -0.045 0.010 -0.032 0.11
C 2.190 1.534 2.029 -0.148 -0.034 -0.096 -0.19
Tc -1.259 0.498 -0.484 -0.627 -0.238 0.124 1.31
S -2.104 -0.759 1.294 0.462 -0.052 -0.338 0.74
C 1.030 1.450 1.115 0.152 0.654 -0.110 -0.16
H 3.319 3.261 4.717 -0.019 -0.016 -0.035 0.11
C -3.557 -2.001 -3.126 -0.090 0.216 -0.021 0.04
C 3.307 2.543 3.907 -0.043 -0.016 -0.056 -0.06
C 0.241 -4.143 -0.691 0.010 -0.231 -0.069 -0.03
C -1.433 -4.898 -2.237 -0.085 0.063 -0.047 -0.01
C 2.213 2.473 3.055 0.023 0.081 0.139 -0.04
H 2.140 3.966 0.820 -0.002 0.040 0.020 0.13
C 0.335 0.391 -1.879 0.027 -0.124 0.355 -0.40
F -0.186 0.255 -3.131 -0.010 -0.056 0.020 0.02
H 1.105 -4.363 -0.077 -0.021 -0.021 -0.013 0.12
H 0.887 1.335 -1.865 0.101 0.029 -0.045 0.11
C 1.160 3.869 0.378 0.078 0.280 -0.032 0.02
C -0.589 -1.226 2.055 0.379 -0.493 0.560 -0.81
C -3.074 -3.271 -3.099 0.035 -0.236 -0.049 0.04
H 1.366 3.132 3.216 0.021 -0.012 -0.047 0.12
N 0.563 -0.680 1.797 -0.659 0.422 -0.551 0.04
C -3.433 0.364 -2.345 0.589 1.074 0.501 -0.48
C 0.521 4.949 -0.230 0.243 0.037 0.090 -0.01
H -3.534 -4.055 -3.689 0.016 0.022 0.020 0.13
C -0.240 -2.870 -0.726 -0.108 0.089 -0.029 -0.04
H -1.906 -5.671 -2.831 0.011 0.032 0.015 0.12
C -2.920 -1.037 -2.337 -0.027 -0.258 -0.028 -0.18
O -2.708 1.211 -1.543 -0.324 -0.997 -0.537 -0.24
O -4.350 0.744 -2.999 -0.273 -0.113 -0.161 0.17
N 0.321 0.394 0.933 0.375 -0.226 0.169 -0.13
N -0.628 -2.239 2.939 -0.160 0.108 -0.056 0.11
H 5.204 0.086 2.544 -0.011 0.019 0.013 0.11
C 3.264 0.664 1.855 0.072 -0.022 -0.022 -0.02
N -1.876 -1.282 -1.570 -0.052 -0.053 0.043 -0.01
C -1.359 -2.560 -1.532 0.015 0.361 0.122 -0.18
C 0.519 2.655 0.406 0.029 -0.360 0.136 -0.20
```
Positions in Å, forces in eV/Å.

DFT total energy (a.u.): -2028.2028
HOMO level (spin up / spin down) (eV): -11.49 / -11.68
Frontier orbital gap (spin up / spin down) (eV): 6.82 / 6.85
Charge: +1
ΔE to the lowest compared entry with this formula, charge and spin (kcal per mole): 0.0
Spin multiplicity: 2

Computed, not measured: a molecular structure, C24H18F5IrN3O2SSe, with ωB97M-V with the def2-TZVPD basis set.

```
55
Properties=species:S:1:pos:R:3:forces:R:3:lowdin_charge:R:1
H 3.067 1.337 -2.383 -0.342 0.478 0.238 0.07
F 0.294 4.767 -3.250 0.461 0.068 0.091 0.11
C -2.041 -0.354 4.081 -1.350 -0.334 0.328 -0.13
C -1.971 4.430 -3.499 0.296 0.133 -0.390 -0.17
H 1.717 0.423 4.616 -0.566 -0.453 -0.581 0.12
F 0.344 3.247 -1.006 0.338 -0.137 0.073 0.08
H -0.995 0.418 7.533 -0.651 -0.427 0.078 0.07
C 2.129 -1.551 -0.862 0.576 0.892 0.466 -0.33
N -2.716 -0.656 -2.099 0.517 -0.184 0.725 0.00
O 1.406 1.877 6.615 -1.000 -0.225 -0.032 0.09
H 1.038 -4.193 -0.288 -0.254 0.170 -0.063 0.08
C 2.908 -0.517 -1.495 0.129 -0.814 -0.354 -0.22
C 0.338 1.308 6.582 0.650 -0.290 -0.415 -0.46
N -1.476 -1.017 -1.813 0.855 0.840 0.460 -0.10
C -0.808 4.143 -2.828 0.459 -0.272 0.832 -0.15
H -2.338 0.636 5.988 0.262 0.045 -0.472 0.11
H 2.645 -4.765 0.100 0.214 -0.591 0.039 0.06
C 2.008 -3.899 0.099 -0.233 0.178 0.792 -0.06
H 5.663 -2.406 -2.104 0.487 0.208 -0.447 0.08
H 1.337 0.934 -1.995 0.734 -0.132 0.174 0.06
C 4.175 -0.842 -1.988 -1.127 -0.770 0.544 -0.06
F -1.926 5.294 -4.512 -0.130 0.167 -0.294 0.12
F -4.246 2.407 -1.758 -1.096 -0.716 0.519 0.06
Ir -0.487 -0.203 0.147 -0.426 0.381 -0.500 0.76
H 2.425 1.415 -0.665 0.015 -0.252 -0.826 0.09
C -1.161 -0.838 3.113 0.402 0.262 0.149 -0.73
F -4.280 4.079 -3.732 -0.417 0.057 -0.326 0.12
C 3.959 -3.120 -1.163 0.386 -0.014 -0.087 -0.09
H 1.878 -3.600 1.155 -0.169 -0.002 -0.417 0.09
C -3.192 -1.368 -3.106 0.128 -0.630 0.176 -0.11
C -2.217 -2.228 -3.526 0.432 0.493 -0.177 -0.05
C 0.220 -0.595 3.311 -1.070 1.113 1.516 -0.13
O -0.338 1.070 7.756 0.575 0.552 -0.595 0.09
H -4.208 -1.326 -3.272 -1.876 0.157 -0.881 0.10
N 0.966 -1.252 -0.273 0.558 -0.591 -0.060 -0.17
H -3.127 -0.586 3.906 1.151 0.405 0.405 0.11
C 0.671 0.143 4.396 -0.636 1.014 0.630 -0.01
C -0.266 0.679 5.328 1.208 -0.722 0.845 -0.16
H -2.290 -2.914 -4.338 0.104 -0.291 -0.231 0.08
H 4.735 -0.098 -2.507 0.438 0.406 -0.214 0.09
C 4.668 -2.134 -1.818 0.567 0.267 -0.066 -0.12
C -3.079 2.950 -2.044 0.649 0.252 -0.066 -0.29
C -1.117 -1.909 -2.702 -1.096 -0.316 -0.371 -0.13
C 2.701 -2.840 -0.681 -0.245 -0.387 -0.015 -0.24
C -0.782 3.320 -1.697 -1.165 0.024 -0.255 -0.25
S -1.747 -1.655 1.669 -0.045 -0.096 0.431 0.42
Se -2.219 1.639 0.382 0.383 0.363 -0.639 0.55
C -1.952 2.665 -1.259 -0.118 0.524 -0.309 -0.48
H -3.182 -0.103 -1.401 -0.326 0.480 0.187 0.07
H -0.143 -2.298 -2.718 1.077 -0.433 0.158 0.09
H 0.884 -0.875 2.571 1.358 -0.868 -1.314 0.04
H 4.475 -4.087 -1.006 -0.691 0.533 -0.005 0.11
C 2.395 0.880 -1.648 -0.300 0.126 0.344 -0.08
C -1.609 0.346 5.217 -0.428 -0.190 -0.570 -0.06
C -3.130 3.822 -3.124 0.345 -0.450 0.772 -0.17
```
Positions in Å, forces in eV/Å.

DFT total energy (a.u.): -4643.3613
HOMO level (spin up / spin down) (eV): -3.54 / -4.64
Frontier orbital gap (spin up / spin down) (eV): 5.99 / 6.75
Charge: -1
ΔE to the lowest compared entry with this formula, charge and spin (kcal per mole): 0.0
Spin multiplicity: 5